A gas-phase ion, C4H4NO3S (charge -1). Source: the Open Molecules 2025 dataset; level of theory: ωB97M-V/def2-TZVPD.

Values from the calculation:
relative energy (zero: lowest compared OMol25 entry of this formula, charge and spin)	107.2	kcal/mol
LUMO level (alpha / beta)	3.26 / 3.57	eV
net charge	-1
orbital gap (alpha / beta)	6.8 / 7.3	eV
2S+1	1

Cartesian coordinates (Å):
C (0.78235, 0.29248, -0.41574)
C (0.39295, -0.96148, -0.02828)
C (-2.05098, -0.58734, 0.03111)
C (1.99968, 0.99464, -0.03325)
N (-0.97409, -1.35303, 0.12391)
O (1.18320, -1.91844, 0.04779)
O (-3.20325, -1.01753, 0.01426)
O (-2.46226, 2.14665, -0.31828)
S (-1.65757, 1.17107, 0.44633)
H (1.72098, 1.88761, 0.62152)
H (2.59584, 1.42055, -1.05015)
H (2.73114, 0.23947, 0.44294)
H (-1.05799, -2.31466, 0.11783)

=====

A molecular structure, C14H9F8LiO5. Source: the Open Molecules 2025 dataset; level of theory: ωB97M-V/def2-TZVPD.

Values from the calculation:
relative energy (zero: lowest compared OMol25 entry of this formula, charge and spin)	5.8	kcal/mol
LUMO level	-1.88	eV
orbital gap	5.8	eV
2S+1	1

Cartesian coordinates (Å):
O (3.19058, -4.24459, 0.34187)
C (2.21660, -3.51140, 0.21994)
O (1.00745, -3.77005, 0.10542)
C (2.45082, -1.99840, 0.24665)
C (1.66780, -1.23085, 1.00311)
C (1.86901, 0.20601, 0.97578)
O (1.74506, 0.91057, 1.97742)
C (2.23132, 0.76388, -0.37527)
C (1.68489, 2.10223, -0.86029)
C (0.56290, 2.62846, 0.00585)
O (-0.59818, 1.78547, -0.14161)
C (-1.03682, 1.33677, 1.08518)
C (-2.38791, 0.66335, 1.08239)
F (-2.59269, 0.47423, 2.47275)
F (-3.35029, 1.46881, 0.63276)
C (-2.49907, -0.76150, 0.44657)
F (-1.27660, -1.32719, 0.45699)
F (-3.29050, -1.50233, 1.26870)
C (-3.13539, -0.86475, -0.96374)
F (-4.42223, -0.47689, -0.91173)
F (-3.10894, -2.18558, -1.26318)
C (-2.42980, -0.15387, -2.13084)
F (-2.69295, 1.17524, -2.09482)
F (-1.10303, -0.37172, -2.08323)
C (3.04474, 0.01661, -1.11711)
C (3.49426, -1.29796, -0.56551)
O (4.60762, -1.70150, -0.71094)
H (0.88545, -1.66177, 1.61231)
H (2.46239, 2.86022, -0.92458)
H (1.27081, 1.94247, -1.85511)
H (0.26909, 3.62976, -0.31115)
H (0.89240, 2.66438, 1.03702)
H (-0.28627, 0.64814, 1.48831)
H (-1.15804, 2.17455, 1.78667)
H (-2.83202, -0.56320, -3.05960)
H (3.38500, 0.33471, -2.09224)
Li (-0.73748, -0.16228, 3.21523)

=====

A molecular structure, C4H6O. Source: the Open Molecules 2025 dataset; level of theory: ωB97M-V/def2-TZVPD.

Values from the calculation:
relative energy (zero: lowest compared OMol25 entry of this formula, charge and spin)	83.8	kcal/mol
LUMO level	-0.43	eV
orbital gap	8.9	eV
2S+1	1

Cartesian coordinates (Å):
C (0.50587, 0.32532, 0.10948)
C (1.59799, -0.02173, 0.71193)
C (-0.18154, 1.04631, -0.99618)
C (-0.86227, 0.51379, 0.22029)
O (-1.97544, 0.55908, 0.77619)
H (1.55575, -0.26652, 1.80724)
H (2.44993, 0.16109, 0.25213)
H (-0.09727, 2.12821, -1.05675)
H (-0.41907, 0.51290, -1.90543)
H (-1.15979, -2.48771, -0.34715)
H (-1.41418, -2.47075, 0.42824)

=====

2 unconnected molecules or ions with the total composition C3H6N3. Source: the Open Molecules 2025 dataset; level of theory: ωB97M-V/def2-TZVPD.

Values from the calculation:
relative energy (zero: lowest compared OMol25 entry of this formula, charge and spin)	97.9	kcal/mol
LUMO level	-5.02	eV
net charge	+1
orbital gap	9.4	eV
2S+1	1

Cartesian coordinates (Å):
C (0.05640, 1.75670, 0.17148)
C (-0.14314, 1.29534, -1.09807)
C (0.03245, 0.61029, 1.01559)
N (-0.33738, -0.06045, -1.12326)
N (-0.08745, -0.47881, 0.25703)
N (-0.27811, -1.65604, 0.71859)
H (0.08356, 2.85206, 0.48598)
H (-0.26085, 1.91337, -1.93130)
H (0.18954, 0.46456, 2.14799)
H (-0.14426, -0.63785, -1.88700)
H (-0.54571, -1.82313, 1.59775)
H (0.98041, -2.51371, 0.59686)

=====

A molecular structure, ClH2NaO. Source: the Open Molecules 2025 dataset; level of theory: ωB97M-V/def2-TZVPD.

Values from the calculation:
relative energy (zero: lowest compared OMol25 entry of this formula, charge and spin)	0.0	kcal/mol
LUMO level	-1.13	eV
orbital gap	7.7	eV
2S+1	1

Cartesian coordinates (Å):
Na (1.06851, -0.59848, -1.27394)
Cl (-1.48471, 0.35362, -1.51822)
O (0.45532, 0.31517, 0.99864)
H (-0.35473, 0.51034, 0.46934)
H (0.31561, -0.58065, 1.32418)

=====

A molecular structure, C19H18InPS2. Source: the Open Molecules 2025 dataset; level of theory: ωB97M-V/def2-TZVPD.

Values from the calculation:
LUMO level	-7.03	eV
net charge	+2
orbital gap	8.2	eV
2S+1	1

Cartesian coordinates (Å):
In (0.20974, 0.27312, 0.10537)
C (-2.29532, 3.10686, 0.31306)
C (-1.53392, 2.42238, -0.77770)
C (-0.23607, 2.83244, -1.11064)
C (0.47376, 2.18727, -2.12197)
C (-0.10436, 1.12628, -2.81353)
C (-1.40805, 0.74160, -2.51952)
C (-2.11748, 1.38335, -1.50980)
H (-2.80884, 3.97986, -0.09002)
H (-1.63380, 3.45735, 1.10752)
H (-3.05366, 2.45319, 0.74485)
H (0.19149, 3.69680, -0.61409)
H (1.45615, 2.54302, -2.40132)
H (0.43001, 0.64896, -3.62243)
H (-1.89357, -0.02090, -3.11136)
H (-3.15370, 1.12466, -1.33000)
S (-0.27384, -4.35415, 2.81547)
P (1.43813, -3.32060, 3.29549)
S (0.20248, -2.48526, 1.85424)
C (3.00192, -4.02343, 2.72124)
C (3.21900, -5.38282, 2.93645)
C (4.47121, -5.91055, 2.67839)
C (5.49020, -5.09401, 2.21057)
C (5.25362, -3.74527, 1.98141)
C (4.01177, -3.19415, 2.23858)
C (1.47556, -2.50595, 4.90971)
C (1.07329, -3.24817, 6.01810)
C (1.26521, -2.72233, 7.28305)
C (1.84878, -1.47402, 7.43918)
C (2.22584, -0.73654, 6.32482)
C (2.04926, -1.24450, 5.05085)
H (2.41976, -6.01198, 3.30132)
H (4.65042, -6.95665, 2.86775)
H (6.47258, -5.50559, 2.03364)
H (6.04816, -3.11213, 1.62201)
H (3.83329, -2.14217, 2.05965)
H (0.62115, -4.22074, 5.88845)
H (0.97871, -3.30499, 8.14358)
H (2.01965, -1.07867, 8.42947)
H (2.68385, 0.23088, 6.44908)
H (2.34807, -0.66604, 4.18655)

=====

C15H26N2O5S in the gas phase. Source: the Open Molecules 2025 dataset; level of theory: ωB97M-V/def2-TZVPD.

Values from the calculation:
relative energy (zero: lowest compared OMol25 entry of this formula, charge and spin)	0.0	kcal/mol
LUMO level	0.54	eV
orbital gap	9.7	eV
SMILES string	CCOC(=O)[C@@H]1CCCN(C(=O)[C@@H]2CCCN(S(C)(=O)=O)C2)C1
2S+1	1

Cartesian coordinates (Å):
C (-6.70173, -1.52196, 0.30560)
C (-6.36796, -0.24661, 1.06524)
O (-4.95665, -0.01532, 1.09154)
C (-4.41528, 0.58489, 0.03270)
O (-5.03809, 0.98680, -0.91557)
C (-2.90978, 0.68689, 0.17263)
C (-2.44102, 2.11801, -0.10215)
C (-0.91703, 2.16899, -0.11810)
C (-0.35458, 1.17126, -1.13413)
N (-0.83013, -0.16056, -0.82807)
C (-0.11656, -1.23036, -0.40850)
O (-0.66170, -2.26073, -0.05151)
C (1.40259, -1.10793, -0.40669)
C (2.05134, -2.48895, -0.53320)
C (3.56994, -2.35583, -0.46533)
C (3.98542, -1.63980, 0.81860)
N (3.30604, -0.36796, 0.97346)
S (3.94800, 0.90513, 0.09157)
C (4.59659, 1.93071, 1.43215)
O (2.89063, 1.63775, -0.55186)
O (5.05158, 0.46764, -0.71069)
C (1.86496, -0.47302, 0.91260)
C (-2.27345, -0.25910, -0.85888)
H (-7.77005, -1.71030, 0.35978)
H (-6.41431, -1.41773, -0.73771)
H (-6.16806, -2.36565, 0.73621)
H (-6.85778, 0.61395, 0.59813)
H (-6.66306, -0.32198, 2.11361)
H (-2.62541, 0.37073, 1.17917)
H (-2.83419, 2.79217, 0.66118)
H (-2.83857, 2.43415, -1.06872)
H (-0.57312, 3.17067, -0.37569)
H (-0.53479, 1.92372, 0.87522)
H (0.73165, 1.22913, -1.13066)
H (-0.71396, 1.43848, -2.13531)
H (1.74580, -0.48198, -1.23296)
H (1.75323, -2.94841, -1.47689)
H (1.68635, -3.12655, 0.27442)
H (4.03914, -3.33992, -0.50116)
H (3.93012, -1.77024, -1.31353)
H (5.05522, -1.43152, 0.80865)
H (3.74407, -2.24956, 1.69508)
H (5.04231, 2.81636, 0.99790)
H (5.33752, 1.34823, 1.96182)
H (3.76911, 2.19275, 2.07668)
H (1.46657, 0.53500, 1.02383)
H (1.53090, -1.08748, 1.75433)
H (-2.53971, -1.29592, -0.64472)
H (-2.63339, 0.01276, -1.85734)

=====

C3H5NOS in the gas phase. Source: the Open Molecules 2025 dataset; level of theory: ωB97M-V/def2-TZVPD.

Values from the calculation:
relative energy (zero: lowest compared OMol25 entry of this formula, charge and spin)	91.1	kcal/mol
LUMO level	0.40	eV
orbital gap	9.9	eV
SMILES string	[O-][N+]#CCCS
2S+1	1

Cartesian coordinates (Å):
O (-1.52398, -3.27411, -0.16648)
N (-1.08069, -2.19122, -0.19617)
C (-0.55569, -1.17232, -0.39667)
C (-0.64966, 0.27497, -0.14325)
C (0.73448, 0.90445, -0.17160)
S (1.88745, 0.19556, 1.02800)
H (-1.08110, 0.37422, 0.78508)
H (-1.36542, 0.77378, -0.93770)
H (0.99647, 0.66660, -1.19961)
H (0.57179, 2.04575, -0.24891)
H (2.06633, 1.40230, 1.64731)

=====

A molecular structure, C10H7CuF3O9S4. Source: the Open Molecules 2025 dataset; level of theory: ωB97M-V/def2-TZVPD.

Values from the calculation:
LUMO level (alpha / beta)	4.73 / 4.70	eV
net charge	-2
orbital gap (alpha / beta)	7.3 / 7.2	eV
2S+1	2

Cartesian coordinates (Å):
Cu (0.66036, -0.59288, 0.79689)
O (-2.05511, -1.96371, -0.50642)
S (-2.34634, -1.33887, 0.75743)
O (-3.27544, -2.03456, 1.62121)
O (-1.12694, -0.95353, 1.52051)
C (-3.19410, 0.20405, 0.34756)
C (-4.57742, 0.15123, 0.50551)
C (-5.38721, 1.21267, 0.13923)
C (-4.81706, 2.35430, -0.40074)
C (-3.44328, 2.42271, -0.55609)
C (-2.61818, 1.36385, -0.18328)
S (-0.85768, 1.74197, -0.33323)
O (-0.50449, 2.24622, 0.97449)
O (-0.77579, 2.67747, -1.43094)
O (-0.17809, 0.46432, -0.66343)
H (-4.99810, -0.75019, 0.92752)
H (-6.46069, 1.14374, 0.27282)
H (-5.43754, 3.19151, -0.69921)
H (-2.97379, 3.30090, -0.97669)
F (2.50863, 1.63427, -1.87627)
C (3.11643, 0.65407, -1.18972)
F (2.48529, -0.49517, -1.47670)
F (4.36433, 0.53939, -1.70198)
C (3.15590, 0.98802, 0.33528)
O (4.05442, 1.73819, 0.68309)
O (2.25690, 0.45516, 1.04236)
C (5.05380, -2.11702, 0.02452)
O (3.83330, -2.00174, 0.74662)
C (2.89097, -2.93576, 0.58790)
S (3.10893, -4.26215, -0.38407)
S (1.47192, -2.63900, 1.54256)
H (5.61302, -1.21836, 0.27463)
H (4.86465, -2.16223, -1.04723)
H (5.58840, -3.01887, 0.32587)

=====

C5H6NP in the gas phase. Source: the Open Molecules 2025 dataset; level of theory: ωB97M-V/def2-TZVPD.

Values from the calculation:
relative energy (zero: lowest compared OMol25 entry of this formula, charge and spin)	68.4	kcal/mol
LUMO level	-0.14	eV
orbital gap	8.5	eV
SMILES string	[H]/P=N/C1C=CC=C1
2S+1	1

Cartesian coordinates (Å):
H (3.66266, 0.24094, 1.63399)
P (2.72751, 0.61343, 0.72648)
N (1.49888, -0.15765, 1.30613)
C (-0.10416, 0.03264, 0.77997)
C (-0.11954, 0.97446, -0.42356)
C (-0.90808, 0.45074, -1.41708)
C (-1.40491, -0.81308, -0.98350)
C (-0.89259, -1.11270, 0.22533)
H (-0.59002, 0.48203, 1.60870)
H (0.63597, 1.84978, -0.52534)
H (-1.19459, 0.71988, -2.44212)
H (-2.11135, -1.37476, -1.45071)
H (-1.19978, -1.90570, 0.96169)

=====

The calculated total energy results, record by record, are as follows: -22678.621, -46843.074, -6288.282, -7667.131, -19020.482, -56113.557, -40030.949, -17561.316, -125048.174, -16057.256 eV.